The following is a quantum chemistry calculation of a structure of composition C25H49NO2P2RuS at a distorted geometry, from OMol25.

Structure (ORCA input):
```
! RIJCOSX wB97M-V def2-TZVPD def2/J DEFGRID3
* xyz 4 5
Ru 0.06900 0.42319 -0.09983
C -0.96704 -0.75302 -1.06344
O -1.63191 -1.45281 -1.73938
C 1.62975 -0.43186 0.38487
O 2.72249 -0.80049 0.61353
P 1.08431 0.88665 -2.34394
C 2.12664 2.41502 -2.20097
H 2.57731 2.52170 -3.19989
C 2.40487 -0.31145 -2.93538
H 3.01776 -0.43636 -2.02555
C 0.01719 1.39063 -3.79892
H -0.54815 2.22774 -3.35921
C -2.64320 0.41274 2.40207
P -0.79584 0.28560 2.13616
H -0.00378 1.98332 3.71250
H -2.86264 1.39331 1.95706
C -0.11306 -0.53326 3.70793
H -0.56717 0.10514 4.49284
C 1.84218 -1.67942 -3.31956
H 2.68872 -2.37188 -3.44931
H 1.29601 -1.64445 -4.27301
H 1.18380 -2.09838 -2.54967
C 3.33907 0.16213 -4.05424
H 2.82514 0.24920 -5.01647
H 4.11738 -0.60359 -4.18188
H 3.84549 1.10902 -3.84471
C 0.77049 1.91879 -5.02365
H 1.50739 2.69854 -4.81068
H 0.02905 2.36312 -5.70122
H 1.26094 1.11206 -5.57777
C -1.02301 0.37037 -4.26709
H -1.49452 0.75508 -5.18670
H -1.80821 0.23166 -3.51647
H -0.57421 -0.60146 -4.50347
C 1.26497 3.64885 -1.93047
H 0.58030 3.86509 -2.75679
H 1.91715 4.52418 -1.80911
H 0.66455 3.54582 -1.01468
C 3.27456 2.32505 -1.19060
H 2.92169 2.18067 -0.15868
H 3.84023 3.26929 -1.22658
H 3.97201 1.51330 -1.42389
C -3.03645 0.45489 3.87709
H -2.53935 1.25262 4.44272
H -2.85643 -0.50012 4.38196
H -4.11189 0.65467 3.93326
C -3.43754 -0.62083 1.61156
H -3.25666 -1.64470 1.96371
C 1.05016 2.28018 1.83789
H -3.17939 -0.59692 0.54318
H -4.50646 -0.37948 1.73306
C -1.25014 3.11787 2.40275
H 0.89769 1.93322 0.76996
H 1.23980 3.36120 1.79565
H 1.93080 1.76727 2.25057
C -0.22708 2.00715 2.63584
H -0.75699 4.08547 2.56436
H -2.10678 3.06822 3.08387
H -1.60535 3.09227 1.36657
C 1.41721 -0.40229 3.85341
H 1.98130 -0.70742 2.95734
H 1.74657 -1.05421 4.68094
H 1.69978 0.63006 4.10797
C -0.55593 -1.96863 3.99506
H 0.08364 -2.71685 3.50814
H -1.59203 -2.20692 3.73858
H -0.43224 -2.12891 5.07331
H 1.62605 5.17341 1.24557
H 1.98812 5.29603 0.59976
S -0.26524 -2.47387 1.00935
C -1.29445 -3.81125 0.76196
N -0.71945 -5.04378 1.01086
C -1.46913 -6.18081 1.18026
C -2.82496 -6.14496 0.91020
C -3.38183 -4.95578 0.43541
C -2.62000 -3.80086 0.31467
H 0.30315 -5.05417 1.08886
H -0.91154 -7.06269 1.48695
H -3.41341 -7.05277 1.04340
H -4.40305 -4.95309 0.09705
H -2.96823 -2.88203 -0.14684
*
```

Output
Energy above the lowest of the compared OMol25 structures with the same formula, charge and spin ... 8.1 kcal per mole
Kohn-Sham gap (spin up / spin down) ... 7.6 / 4.6 eV
HOMO (spin up / spin down) ... -20.709 / -21.112 eV
LUMO (spin up / spin down) ... -13.1 / -16.5 eV